The following is a quantum chemistry calculation of C22H21BF4N4O2PS5Sm as an isolated structure at a distorted geometry, from the OMol25 dataset.

```
61
C22H21BF4N4O2PS5Sm, DFT the ωB97M-V functional and the def2-TZVPD basis
S 1.02948 3.25275 0.91930
O -2.91749 2.28776 1.39458
H 5.81069 -4.85736 0.57206
S 0.24416 1.52222 -1.50275
H 1.64974 -5.48064 1.29494
C 2.12522 -3.95041 -0.15367
Sm 0.56273 -0.39993 0.50104
P 0.38490 -3.52283 -0.38311
C -2.08306 6.29260 -1.12545
C -0.25268 7.57060 -0.20361
H -3.67248 7.42710 -1.98942
C -2.24075 1.21497 1.04449
H -3.63387 0.89599 -0.41459
H -1.85281 -8.52876 -1.80928
C 3.75350 -5.28214 1.02119
B 2.82380 -0.13958 1.94896
H 5.26736 -3.08645 -1.06675
C -2.71583 7.47053 -1.48574
S 0.23287 -2.14108 -1.83552
H -1.89014 -0.41518 -1.45379
N -2.07759 -0.53825 -0.46549
F 2.74676 0.33209 0.55867
C 0.44232 4.87623 1.03343
N -0.35320 4.09354 -1.03661
H -2.28798 -7.59180 0.43692
C -1.68448 -7.04403 -0.27421
H -2.53046 -1.42643 -0.28146
S -0.38948 -2.87098 1.36841
O -1.19241 0.84470 1.58526
C -0.89936 8.74191 -0.56875
H -2.06081 4.08062 1.93179
C -0.66729 -6.85581 -2.44443
N -2.81733 0.52784 0.04614
S 0.67513 5.81241 2.38783
H -0.47694 -7.25948 -3.42963
H -0.43190 9.69349 -0.35440
H -3.16096 3.33885 3.12739
H -1.36069 -5.39921 1.06208
F 1.59304 0.40736 2.50477
C -2.35998 3.15628 2.41851
C 3.15084 -3.28999 -0.81300
H -1.50933 2.67930 2.89373
C -0.38166 -5.09936 -0.82499
H 0.45654 -5.07288 -2.80796
C 4.77905 -4.60601 0.36488
H -2.52268 5.33284 -1.35457
H 2.91660 -2.52303 -1.54344
F 2.55899 -1.50492 1.82387
C 0.25061 3.03500 -0.60419
F 3.92907 0.23949 2.58345
C 4.47691 -3.61474 -0.55123
C -1.15854 -5.80821 0.08056
C -0.14072 -5.62587 -2.09246
H 3.98723 -6.05948 1.73621
H 0.70481 7.59451 0.29276
C -2.13013 8.69807 -1.20592
C -0.85652 6.35520 -0.48052
C -1.43974 -7.56755 -1.53333
N -0.21040 5.12941 -0.12111
H -2.62921 9.61505 -1.48737
C 2.43654 -4.95631 0.76552
```

Calculated values
energy relative to the best compared isomer or geometry (same formula, charge and spin): 20.8 kJ/mol
strongest force on any atom: 1.81 eV Å⁻¹
E_tot: -4635.46161 Ha
2S+1: 6
<S²>: 8.76